Here is the molecule C14H14ClN3O2 from OMol25. Energies are from wB97M-V/def2-TZVPD.

The geometry in XYZ format:
```
34
C14H14ClN3O2 (wB97M-V/def2-TZVPD)
C -0.7961 -2.6702 -0.3143
O -0.9858 -1.3294 0.0665
C -2.2424 -0.8200 0.0464
C -3.3978 -1.5637 -0.1573
C -4.6512 -0.9806 -0.0590
C -4.7555 0.3617 0.2489
Cl -6.3129 1.0952 0.4096
C -3.6191 1.1356 0.4204
C -2.3647 0.5602 0.3025
N -1.2094 1.3349 0.4717
C -0.1756 1.3279 -0.4512
O -0.2093 0.7254 -1.4975
N 0.8711 2.1266 -0.0701
C 2.1259 2.0635 -0.7972
C 3.0455 1.0141 -0.2303
C 2.7240 -0.3361 -0.3389
C 3.5703 -1.2738 0.2265
C 4.7077 -0.8248 0.8826
N 5.0216 0.4537 0.9937
C 4.2100 1.3450 0.4521
H -1.2917 -3.3598 0.3777
H 0.2793 -2.8363 -0.2753
H -1.1528 -2.8502 -1.3325
H -3.3369 -2.6167 -0.3790
H -5.5377 -1.5749 -0.2111
H -3.7084 2.1890 0.6380
H -1.3046 2.1496 1.0595
H 0.9382 2.3884 0.9016
H 2.5988 3.0487 -0.7658
H 1.8670 1.8143 -1.8298
H 1.8233 -0.6300 -0.8574
H 3.3567 -2.3297 0.1593
H 5.4012 -1.5167 1.3424
H 4.5113 2.3794 0.5674
```

Computed properties:
Frontier orbital gap: 0.329 Eh
SMILES string: COc1ccc(Cl)cc1NC(=O)NCc1cccnc1
HOMO energy: -8.32 eV
Net charge: 0
Relative energy (zero: lowest compared OMol25 entry of this formula, charge and spin): 86.7 kJ/mol
Total energy: -1316.8541 hartree

=====

Here is a structure of composition C41H41N5OS4SbTeTi from OMol25. Energies are from wB97M-V/def2-TZVPD.

The geometry in XYZ format:
```
95
C41H41N5OS4SbTeTi (wB97M-V/def2-TZVPD)
Ti 7.7635 -0.2271 20.1067
C 7.4128 0.4413 23.0703
N 7.4567 1.2482 21.8000
C 8.5783 2.2294 21.8486
C 9.8732 1.5233 21.6789
C 10.9899 1.7346 22.4686
C 12.2087 1.1636 22.0855
C 12.2433 0.4049 20.8849
C 11.0704 0.1216 20.2497
N 9.8749 0.6430 20.6565
C 6.2486 2.0671 21.6038
C 5.1442 1.3316 20.9542
C 3.8374 1.5189 21.3628
C 2.7728 0.9078 20.6733
C 3.0997 0.0934 19.5711
C 4.4578 -0.1281 19.2890
N 5.4556 0.4715 19.9595
C 6.7344 -0.9234 22.9487
C 6.3418 -1.6358 24.1048
C 5.7764 -2.9255 23.9975
C 5.5690 -3.4446 22.7193
C 5.9847 -2.7145 21.6008
N 6.5438 -1.4727 21.7027
H 6.9947 0.9891 23.9009
H 8.4676 0.2279 23.3573
H 8.6097 2.8116 22.7783
H 8.4637 2.9353 21.0277
H 10.9139 2.3555 23.3746
H 13.0567 1.3442 22.7400
H 13.2042 0.0693 20.4678
H 10.9683 -0.5599 19.4319
H 6.5470 2.9044 20.9512
H 5.8320 2.5469 22.5123
H 3.6662 2.1170 22.2788
H 1.7309 1.0219 21.0010
H 2.3143 -0.3608 18.9542
H 4.8028 -0.7388 18.4768
H 6.5630 -1.1812 25.0740
H 5.5321 -3.4415 24.9115
H 5.2332 -4.4633 22.6015
H 5.9005 -3.0618 20.5819
S 4.4980 3.0358 17.4055
Sb 6.7615 3.4463 17.0958
S 7.8791 0.2494 17.8008
S 8.9534 3.1539 18.4177
S 7.6257 4.5617 19.1361
C 3.6600 -3.3850 11.6422
C 4.5831 -3.0817 12.7917
C 5.3103 -1.8972 12.8798
C 6.2654 -1.6308 13.8812
C 6.9675 -0.3070 13.9389
C 6.4597 -2.6118 14.8943
Te 7.6462 -2.1683 16.6585
N 8.5671 -1.7977 20.0565
C 9.0628 -3.0365 20.0409
O 8.8846 -3.8919 19.1257
C 9.8668 -3.4460 21.2202
C 10.2621 -2.6325 22.3148
C 10.8109 -3.2739 23.4378
C 11.0155 -4.6460 23.4628
C 10.6321 -5.4487 22.3648
C 10.0518 -4.8595 21.2700
C 9.5908 -2.6446 15.9416
C 9.8636 -4.0529 15.9800
C 11.0190 -4.5407 15.4196
C 11.9018 -3.6944 14.7705
C 11.6415 -2.3296 14.7279
C 10.5768 -1.7656 15.4324
C 10.5869 -0.2828 15.5484
C 5.7516 -3.8606 14.8288
C 5.9018 -4.9816 15.8760
C 4.8209 -4.0355 13.7811
H 3.4991 -2.4764 11.0733
H 2.6553 -3.7474 11.9969
H 4.1104 -4.1631 10.9980
H 5.0837 -1.1156 12.1684
H 6.6896 0.3476 13.1067
H 8.0543 -0.4631 13.8528
H 6.8109 0.2404 14.9021
H 10.1113 -1.5615 22.3049
H 11.2330 -2.6946 24.2648
H 11.5155 -5.1173 24.3209
H 10.8007 -6.5505 22.4455
H 9.7463 -5.4652 20.3918
H 9.1761 -4.6978 16.5599
H 11.2655 -5.5931 15.5569
H 12.7997 -4.0963 14.2859
H 12.3301 -1.6492 14.2062
H 11.6386 0.0676 15.4626
H 10.1160 0.0948 16.4850
H 10.0026 0.2013 14.7371
H 5.2476 -4.8406 16.7617
H 6.9318 -5.0597 16.2993
H 5.6203 -5.9534 15.4154
H 4.2708 -4.9887 13.7748
```

Computed properties:
2S+1: 2
Frontier orbital gap (alpha / beta): 0.195 / 0.210 Eh
HOMO energy (alpha / beta): -5.85 / -6.36 eV
Net charge: 0
Relative energy (zero: lowest compared OMol25 entry of this formula, charge and spin): 51.1 kJ/mol
Total energy: -4886.4858 hartree

=====

Here is a cluster of 2 separate species, C5H18N3O in total from OMol25. Energies are from wB97M-V/def2-TZVPD.

The geometry in XYZ format:
```
27
C5H18N3O (wB97M-V/def2-TZVPD)
N 1.1080 -2.5844 0.1216
C 0.8403 -2.1689 -1.2714
C 0.2045 -0.8082 -1.2222
N -1.0794 -0.9489 -0.5486
C -1.5557 0.2010 0.2153
C -0.6484 0.6093 1.3715
N 0.4610 1.4747 0.9960
C 1.4022 1.7263 2.0847
H 0.2328 -2.5491 0.6584
H 1.5415 -3.5043 0.2249
H 1.7211 -1.9067 0.5848
H 1.7604 -2.2149 -1.8460
H 0.1469 -2.8680 -1.7247
H 0.7860 -0.0747 -0.6875
H 0.1993 -0.3917 -2.2277
H -1.8080 -1.2080 -1.2036
H -1.7564 1.0856 -0.3984
H -2.5081 -0.0007 0.7018
H -1.2790 1.0672 2.1374
H -0.2732 -0.3276 1.8090
H 0.0853 2.3438 0.6425
H 0.9231 2.1822 2.9516
H 2.1280 2.4403 1.7316
H 1.8635 0.7920 2.4250
H -1.8472 1.9607 -2.9074
H -0.9510 3.1043 -2.4535
O -1.6976 2.5687 -2.1653
```

Computed properties:
Frontier orbital gap: 0.320 Eh
HOMO energy: -11.96 eV
Net charge: +1
Relative energy (zero: lowest compared OMol25 entry of this formula, charge and spin): 29.5 kJ/mol
Total energy: -440.5534 hartree

=====

Here is the molecule C2H7NO3 from OMol25. Energies are from wB97M-V/def2-TZVPD.

The geometry in XYZ format:
```
13
C2H7NO3 (wB97M-V/def2-TZVPD)
N 0.7805 1.0812 1.4925
C -0.0841 0.6304 0.4424
O -0.4497 1.7771 -0.2670
O 0.6366 -0.2414 -0.3900
C -0.2236 -0.9681 -1.2424
O -0.6970 -2.1187 -0.5670
H 0.2002 1.5321 2.1947
H 1.1601 0.2443 1.9291
H -0.9731 0.1449 0.8612
H 0.3427 2.3266 -0.1474
H -1.0754 -0.3713 -1.5869
H 0.3412 -1.2872 -2.1240
H 0.0416 -2.7500 -0.5951
```

Computed properties:
Frontier orbital gap: 0.412 Eh
SMILES string: N[C@@H](O)OCO
HOMO energy: -10.36 eV
Net charge: 0
Relative energy (zero: lowest compared OMol25 entry of this formula, charge and spin): 118.7 kJ/mol
Total energy: -360.8684 hartree